Record 1
The following is a quantum chemistry calculation of a single C20H14FN3O3 molecule at a distorted geometry, from the Open Molecules 2025 dataset.

The geometry in ORCA input format:
```
! RIJCOSX wB97M-V def2-TZVPD def2/J DEFGRID3
* xyz 0 1
O 2.049 -0.029 0.146
C 0.968 -0.255 0.643
N 0.531 0.464 1.752
C -0.629 0.185 2.424
C -0.989 0.853 3.597
C -2.162 0.531 4.242
C -3.002 -0.459 3.739
C -2.660 -1.126 2.585
C -1.476 -0.810 1.920
N -1.153 -1.479 0.726
C 0.009 -1.226 0.131
C 0.339 -1.878 -1.144
C 1.628 -2.359 -1.375
C 1.955 -2.931 -2.588
C 0.987 -3.016 -3.572
C -0.300 -2.548 -3.370
C -0.620 -1.982 -2.153
H -1.622 -1.619 -1.986
H -1.032 -2.631 -4.158
F 1.303 -3.569 -4.760
H 2.947 -3.310 -2.777
H 2.374 -2.287 -0.601
O -1.985 -2.303 0.278
H -3.282 -1.900 2.162
H -3.917 -0.706 4.254
H -2.427 1.050 5.150
H -0.324 1.605 3.993
O 1.293 1.544 2.162
C 0.921 2.766 1.511
C 0.937 2.636 0.010
N 2.053 2.999 -0.601
C 2.161 2.782 -1.897
C 1.165 2.186 -2.657
C -0.022 1.848 -2.029
C -0.147 2.087 -0.670
H -1.065 1.848 -0.149
H -0.833 1.398 -2.583
H 1.311 1.997 -3.708
H 3.096 3.094 -2.343
H 1.690 3.467 1.835
H -0.071 3.086 1.863
*
```

Properties
Calculated total energy: -34294.531 eV
SMILES: O=c1c(-c2ccc(F)cc2)[n+]([O-])c2ccccc2n1OCc1ccccn1
LUMO level: -0.64 eV
Orbital gap: 7.90 eV

These are the Löwdin partial charges, in e, on atoms 1 to 2:
1 O 0.11
2 C -0.35

---

Record 2
The following is a quantum chemistry calculation of a single C20H14N6O molecule at a distorted geometry, from the Open Molecules 2025 dataset.

The geometry in ORCA input format:
```
! RIJCOSX wB97M-V def2-TZVPD def2/J DEFGRID3
* xyz 0 1
O 1.602 3.596 -1.648
N -2.031 3.576 -3.661
N -2.889 2.749 -3.219
N 0.116 0.311 -1.432
N -0.770 3.227 -3.253
C 1.465 2.369 -1.522
C 0.219 1.573 -1.780
C -0.908 2.166 -2.517
C -3.089 0.628 2.409
C -2.706 -0.525 1.720
C -3.494 1.781 1.709
C -2.669 -0.506 0.306
C -3.449 1.818 0.288
C 2.634 -3.865 2.116
C 3.889 -3.263 2.285
C 1.176 -0.246 -0.717
C 2.398 0.444 -0.479
C -3.016 0.652 -0.391
C 1.661 -3.298 1.300
C 4.137 -2.081 1.642
C 0.974 -1.499 -0.166
C 3.391 -0.187 0.269
C 1.933 -2.089 0.638
C 3.174 -1.434 0.849
N 2.564 1.683 -1.054
N -2.222 1.785 -2.541
C -2.913 0.636 -1.911
H -3.052 0.585 3.503
H -2.389 -1.367 2.321
H -3.888 2.621 2.322
H -2.353 -1.435 -0.203
H -3.714 2.726 -0.268
H 2.410 -4.809 2.588
H 4.594 -3.771 2.921
H 0.716 -3.826 1.099
H 5.064 -1.551 1.782
H 0.078 -2.057 -0.402
H 4.354 0.312 0.399
H 3.362 2.255 -0.787
H -3.939 0.595 -2.297
H -2.420 -0.278 -2.219
*
```

Properties
Calculated total energy: -31954.500 eV
SMILES: O=c1[nH]c2cc3ccccc3cc2nc1-c1nnnn1Cc1ccccc1
Energy above the lowest of the compared OMol25 structures with the same formula, charge and spin: 0.0 kcal per mole
LUMO level: -1.16 eV
Orbital gap: 7.27 eV

These are the Löwdin partial charges, in e, on atoms 1 to 2:
1 O 0.06
2 N -0.02

---

Record 3
The following is a quantum chemistry calculation of a molecular structure, C20H15AuI2N5O4S at a distorted geometry, from the Open Molecules 2025 dataset.

The geometry in ORCA input format:
```
! RIJCOSX wB97M-V def2-TZVPD def2/J DEFGRID3
* xyz 1 3
Au 1.476 0.335 0.543
N 0.381 2.174 -3.261
C 0.698 1.409 -2.217
S 1.467 2.227 -0.880
N 0.426 0.125 -2.301
N 0.711 -0.652 -1.298
C 0.804 -1.937 -1.274
C 0.728 -2.756 -2.502
C -0.302 -2.566 -3.421
C -0.344 -3.329 -4.576
C 0.658 -4.253 -4.836
C 1.703 -4.420 -3.939
C 1.736 -3.684 -2.766
C 1.019 -2.551 0.049
C 0.754 -3.898 0.261
C 0.918 -4.431 1.530
C 1.337 -3.608 2.562
C 1.578 -2.275 2.284
N 1.435 -1.765 1.063
H 0.583 3.157 -3.236
H 0.023 1.760 -4.106
H -1.073 -1.837 -3.215
H -1.161 -3.201 -5.272
H 0.626 -4.841 -5.743
H 2.492 -5.130 -4.148
H 2.557 -3.804 -2.070
H 0.403 -4.509 -0.557
H 0.710 -5.477 1.708
H 1.477 -3.990 3.563
H 1.906 -1.591 3.056
I 2.179 1.455 4.342
I 1.785 3.158 6.348
O -3.124 0.497 1.925
C -1.975 0.886 1.681
O -0.954 0.312 1.297
C -1.893 2.462 1.957
C -0.672 3.053 2.200
C -0.622 4.423 2.394
C -1.797 5.154 2.354
C -3.026 4.556 2.145
C -3.078 3.187 1.944
N -1.732 6.617 2.517
O -0.631 7.129 2.480
O -2.783 7.203 2.673
H 0.231 2.469 2.242
H 0.319 4.922 2.576
H -3.932 5.144 2.143
H -4.022 2.691 1.780
*
```

Properties
Calculated total energy: -67341.590 eV
Energy above the lowest of the compared OMol25 structures with the same formula, charge and spin: 36.0 kcal per mole
LUMO level (spin up / spin down): -4.30 / -6.49 eV
Orbital gap (spin up / spin down): 7.20 / 4.89 eV

These are the Löwdin partial charges, in e, on atoms 1 to 2:
1 Au 0.76
2 N 0.11

---

Record 4
The following is a quantum chemistry calculation of a molecular structure, C20H15ClN5O4RuS, from the Open Molecules 2025 dataset.

The geometry in ORCA input format:
```
! RIJCOSX wB97M-V def2-TZVPD def2/J DEFGRID3
* xyz 3 1
Ru 0.138 -0.367 -0.379
C 5.174 0.188 -1.010
N 4.353 0.424 0.199
C 4.756 1.133 1.279
C 3.719 1.168 2.170
N 2.674 0.476 1.615
C 3.080 0.026 0.381
S 2.214 -0.938 -0.717
C 1.436 0.214 2.281
C 1.328 0.487 3.633
C 0.145 0.213 4.298
C -0.906 -0.367 3.598
C -0.733 -0.618 2.261
N 0.412 -0.323 1.590
H 6.202 0.423 -0.752
H 4.824 0.843 -1.806
H 5.100 -0.858 -1.294
H 5.740 1.570 1.351
H 3.685 1.641 3.134
H 2.158 0.893 4.189
H 0.059 0.432 5.354
H -1.842 -0.622 4.075
H -1.516 -1.082 1.674
O -2.541 4.554 -1.967
C -3.249 3.476 -2.259
O -4.293 3.499 -2.832
C -2.691 2.143 -1.815
C -3.296 0.880 -2.117
Cl -4.668 0.541 -2.979
N -2.529 -0.094 -1.575
N -1.496 0.486 -0.928
C -1.568 1.820 -1.100
C -0.326 2.478 -0.562
O -0.143 3.653 -0.489
O 0.585 1.558 -0.198
C -2.455 -1.522 -1.587
C -3.544 -2.357 -1.557
C -3.311 -3.735 -1.475
C -2.030 -4.265 -1.402
C -0.930 -3.420 -1.449
C -1.136 -2.039 -1.520
H -1.728 4.391 -1.454
H -4.555 -1.977 -1.575
H -4.162 -4.403 -1.462
H -1.892 -5.335 -1.345
H 0.074 -3.823 -1.469
H -0.311 -1.469 -2.006
*
```

Properties
Calculated total energy: -62534.229 eV
Energy above the lowest of the compared OMol25 structures with the same formula, charge and spin: 11.3 kcal per mole
LUMO level (spin up / spin down): -13.23 / -12.75 eV
Orbital gap (spin up / spin down): 4.96 / 5.43 eV

These are the Löwdin partial charges, in e, on atoms 1 to 2:
1 Ru 1.14
2 C 0.06

---

Record 5
The following is a quantum chemistry calculation of a molecular structure, C20H15FN7O4V at a distorted geometry, from the Open Molecules 2025 dataset.

The geometry in ORCA input format:
```
! RIJCOSX wB97M-V def2-TZVPD def2/J DEFGRID3
* xyz 1 4
V 13.241 8.498 5.564
N 9.495 10.089 7.594
C 10.755 9.778 7.323
N 11.120 8.880 6.433
C 10.166 8.108 5.785
N 10.480 7.232 4.906
N 11.807 7.027 4.838
C 12.228 5.876 4.513
C 13.683 5.680 4.644
C 14.374 4.514 4.692
C 15.775 4.600 4.810
C 16.454 5.828 4.813
C 15.652 6.923 4.877
N 14.322 6.840 4.836
C 8.812 8.292 6.160
C 7.857 7.346 5.786
C 6.633 7.366 6.337
C 6.282 8.428 7.195
C 7.196 9.378 7.564
C 8.470 9.294 7.037
H 9.283 10.764 8.329
H 11.460 10.315 7.956
H 11.517 5.128 4.200
H 13.860 3.604 4.825
H 16.367 3.705 4.749
H 17.525 5.907 4.780
H 16.071 7.933 4.980
H 8.081 6.551 5.082
H 5.921 6.575 6.091
H 5.298 8.384 7.678
H 6.956 10.083 8.342
F 20.899 9.969 7.546
C 19.744 9.316 7.517
C 18.573 9.918 7.644
N 17.403 9.215 7.622
C 16.082 9.730 8.010
C 15.001 9.393 7.072
O 13.884 8.916 7.461
O 15.114 9.638 5.836
C 17.307 7.832 7.515
O 16.267 7.245 7.594
N 18.526 7.234 7.226
C 19.797 7.837 7.368
O 20.805 7.190 7.435
H 18.460 11.039 7.719
H 16.150 10.788 8.170
H 15.789 9.288 8.988
H 18.508 6.227 7.131
*
```

Properties
Calculated total energy: -68005.444 eV
Energy above the lowest of the compared OMol25 structures with the same formula, charge and spin: 12.3 kcal per mole
LUMO level (spin up / spin down): -3.80 / -3.79 eV
Orbital gap (spin up / spin down): 6.98 / 7.67 eV

These are the Löwdin partial charges, in e, on atoms 1 to 2:
1 V 1.00
2 N 0.14